A | This record from the Open Molecules 2025 dataset describes a cluster of 2 separate species, C4H11O3 in total. The level of theory is ωB97M-V/def2-TZVPD.

Calculated values
Kohn-Sham gap: 7.4 eV
Net charge: -1
Lowest unoccupied orbital energy: 0.1372 Ha
HOMO level: -3.699 eV

```
18
C4H11O3 (ωB97M-V/def2-TZVPD)
C 1.148 0.921 0.237
C 0.303 0.932 -1.018
C -1.201 0.797 -0.728
O -1.483 0.195 0.522
C 1.408 -0.525 0.662
O 2.058 -0.561 1.930
H 0.607 1.448 1.026
H 2.098 1.454 0.127
H 0.440 1.779 -1.704
H 0.673 0.126 -1.678
H -1.762 0.233 -1.476
H -1.637 1.809 -0.706
H 0.447 -1.035 0.638
H 2.072 -0.944 -0.108
H 1.679 -1.298 2.410
H -1.899 -0.750 0.230
H -2.533 -2.696 0.065
O -2.417 -1.883 -0.428
```

***

B | This record from the Open Molecules 2025 dataset describes a cluster of 3 separate species, C4H11O3 in total. The level of theory is ωB97M-V/def2-TZVPD.

Calculated values
Kohn-Sham gap: 5.6 eV
Net charge: -1
Lowest unoccupied orbital energy: 0.0667 Ha
HOMO level: -3.754 eV

```
18
C4H11O3 (ωB97M-V/def2-TZVPD)
C -3.334 0.378 0.076
O -3.402 -0.503 1.080
C -1.871 0.711 0.124
C -0.858 -0.268 -0.086
C 0.587 0.153 -0.169
O 3.844 -0.784 1.026
H -3.909 1.329 0.232
H -3.639 0.067 -0.953
H -1.662 1.560 0.804
H -1.200 -0.334 1.037
H -1.130 -1.119 -0.688
H 1.019 -0.043 -1.145
H 1.188 -0.421 0.531
H 0.701 1.203 0.062
H 3.275 -1.457 1.406
H 2.826 0.053 -1.549
H 3.804 -0.421 -0.384
O 3.761 -0.105 -1.404
```

***

C | This record from the Open Molecules 2025 dataset describes a cluster of 2 separate species, C4H11O3 in total. The level of theory is ωB97M-V/def2-TZVPD.

Calculated values
Kohn-Sham gap: 7.6 eV
Net charge: -1
Lowest unoccupied orbital energy: 0.1552 Ha
HOMO level: -3.423 eV

```
18
C4H11O3 (ωB97M-V/def2-TZVPD)
C -0.523 -1.948 0.116
O -1.633 -1.089 0.027
C 0.658 -1.162 0.681
C 1.166 -0.069 -0.397
C 2.446 0.634 0.079
O 0.167 0.817 -0.637
H -0.341 -2.109 -0.955
H -0.862 -2.891 0.585
H 0.271 -0.689 1.579
H 1.487 -1.839 0.963
H 1.284 -0.727 -1.305
H 2.106 1.338 0.844
H 2.899 1.194 -0.733
H 3.247 -0.046 0.429
H -1.316 -0.184 -0.109
H -1.133 2.224 -0.266
H -2.304 1.574 0.270
O -2.037 2.471 0.071
```

***

Which structure is most stable, and how do the rest compare? From most to least stable: C, A, B.